No. 1
51
Properties=species:S:1:pos:R:3:forces:R:3 method="wB97M-V/def2-TZVPD" largest_force_ha_per_bohr=0.0181 charge=0 spin_multiplicity=1 homo_energy_ev=-8.5 gap_ev=9.0 lumo_ev=0.56 smiles="Cc1ccc(C)c(NS(=O)(=O)c2ccc(OCC(=O)NCc3ccco3)cc2)c1" relative_energy_ev=1.654 mol_weight_g_mol=414.5
C 4.1962 1.9745 -1.8588 0.03 0.00 0.05
C 3.4881 1.5144 -0.6207 -0.07 0.01 0.11
C 3.0272 2.4343 0.3140 0.06 -0.07 0.00
C 2.3723 2.0045 1.4523 0.13 -0.03 -0.07
C 2.1625 0.6566 1.7045 -0.04 -0.21 0.00
C 1.4441 0.2113 2.9457 0.08 0.01 -0.14
C 2.6469 -0.2708 0.7746 0.03 0.76 -0.39
N 2.5289 -1.6428 1.0094 -0.07 -0.92 -0.11
S 2.0948 -2.8039 -0.1081 -0.27 0.00 0.36
O 2.8623 -2.6486 -1.3044 -0.19 0.30 0.00
O 2.1645 -4.0367 0.6170 -0.18 0.17 0.18
C 0.3758 -2.4549 -0.4591 0.68 -0.14 0.08
C -0.0179 -2.0226 -1.7113 -0.01 0.04 -0.11
C -1.3559 -1.7945 -1.9606 -0.24 -0.05 0.14
C -2.3042 -1.9859 -0.9515 0.36 -0.02 -0.12
O -3.5987 -1.7379 -1.2993 0.07 -0.09 -0.27
C -4.5681 -1.6822 -0.2684 -0.06 -0.06 0.30
C -4.2544 -0.5207 0.6889 -0.18 -0.17 -0.46
O -4.2334 -0.6335 1.8934 -0.01 -0.16 0.43
N -3.9966 0.6190 0.0191 -0.15 0.26 -0.26
C -3.3275 1.7589 0.6207 0.08 0.16 -0.07
C -1.9994 1.9423 -0.0375 0.34 -0.69 0.39
C -0.9058 1.1273 -0.0923 -0.55 0.45 0.14
C -0.0032 1.7336 -0.9982 -0.23 0.48 -0.27
C -0.6132 2.8718 -1.4226 0.78 -0.45 -0.19
O -1.8244 3.0033 -0.8551 -0.51 0.33 0.07
C -1.8933 -2.4110 0.3110 -0.19 0.01 -0.01
C -0.5508 -2.6541 0.5439 -0.03 -0.01 0.02
C 3.2925 0.1636 -0.3773 0.03 0.16 -0.02
H 3.6441 2.7804 -2.3400 0.00 0.04 -0.09
H 5.1853 2.3547 -1.6045 0.08 0.04 -0.07
H 4.3145 1.1553 -2.5627 0.04 -0.01 -0.10
H 3.1767 3.4905 0.1459 0.00 0.13 -0.03
H 2.0097 2.7325 2.1637 -0.07 0.05 0.08
H 2.1133 -0.3406 3.6073 -0.02 -0.07 0.13
H 0.5971 -0.4309 2.7007 -0.10 -0.07 0.05
H 1.0683 1.0738 3.4900 -0.03 -0.01 0.06
H 2.2192 -1.9024 1.9313 -0.01 -0.17 0.11
H 0.7317 -1.8812 -2.4728 0.03 0.04 -0.17
H -1.6957 -1.4697 -2.9310 -0.02 0.07 -0.11
H -4.6332 -2.6212 0.2899 0.04 0.16 -0.01
H -5.5204 -1.5045 -0.7748 0.10 -0.04 0.08
H -3.9812 0.5751 -0.9904 0.06 -0.10 0.13
H -3.9295 2.6620 0.4864 0.08 -0.06 0.14
H -3.2283 1.5378 1.6864 -0.03 0.11 -0.14
H -0.7602 0.2140 0.4455 -0.03 -0.28 0.16
H 0.9587 1.3644 -1.2831 0.26 -0.02 -0.09
H -0.3044 3.6440 -2.0984 -0.04 0.16 -0.08
H -2.5977 -2.5539 1.1138 -0.09 -0.01 0.08
H -0.2196 -3.0177 1.5043 -0.06 -0.05 0.17
H 3.6422 -0.5779 -1.0769 0.13 0.02 -0.08



No. 2
18
Properties=species:S:1:pos:R:3:forces:R:3 method="wB97M-V/def2-TZVPD" largest_force_ha_per_bohr=0.1997 charge=0 spin_multiplicity=3 homo_energy_ev="-4.2 / -9.0" gap_ev="5.0 / 7.5" lumo_ev="0.83 / -1.49" relative_energy_ev=2.189 mol_weight_g_mol=130.2
C 0.3425 0.3631 -0.0067 5.61 7.82 -1.44
C -0.4603 -0.6731 0.1394 -8.55 -5.60 0.98
C 1.7854 0.0693 0.2866 -1.26 1.63 -1.24
C 1.8949 -1.3914 -0.1432 1.57 0.16 0.49
C -0.0234 1.8868 -0.0927 0.63 -2.53 -0.34
C -2.1960 -0.4606 -0.3357 6.15 -4.04 -0.58
O -2.8674 -0.0676 0.7159 -2.83 -0.58 3.79
S 0.2822 -2.2361 0.1682 0.44 1.69 0.24
H 2.4234 0.8480 -0.3189 -0.67 -1.80 1.30
H 1.7694 0.3141 1.3545 1.05 -0.46 0.36
H 1.8320 -1.2879 -1.1984 0.69 -0.39 -1.06
H 2.8571 -1.8511 0.1794 -1.10 -0.25 -0.19
H 0.7249 2.2762 -0.8545 -1.35 0.06 0.79
H 0.1612 2.3816 0.8863 -0.32 -0.05 -0.45
H -1.0932 1.8826 -0.3882 0.84 0.91 0.12
H -2.2325 -1.5245 -0.7025 -1.27 1.10 0.01
H -2.1786 0.2830 -1.0772 -0.23 0.71 -1.19
H -3.0217 -0.8124 1.3877 0.60 1.61 -1.57



No. 3
6
Properties=species:S:1:pos:R:3:forces:R:3 method="wB97M-V/def2-TZVPD" largest_force_ha_per_bohr=0.0808 charge=0 spin_multiplicity=1 homo_energy_ev=-9.0 gap_ev=8.7 lumo_ev=-0.35 relative_energy_ev=1.633 mol_weight_g_mol=64.2
Si 0.7455 0.0703 -0.1977 -3.25 -2.03 -1.61
S -1.9722 -0.1480 -0.2573 2.90 0.34 -1.03
H 1.2407 -1.3774 -0.3996 -0.37 1.23 -0.23
H 0.9880 1.1533 -1.1444 0.01 -0.23 -0.56
H 1.2558 0.5283 0.9834 0.60 0.74 2.41
H -2.2578 -0.2266 1.0157 0.11 -0.05 1.01



No. 4
9
Properties=species:S:1:pos:R:3:forces:R:3 method="wB97M-V/def2-TZVPD" largest_force_ha_per_bohr=0.0616 charge=0 spin_multiplicity=1 homo_energy_ev="-7.6 / -7.6" gap_ev="3.3 / 3.3" lumo_ev="-4.37 / -4.37" relative_energy_ev=4.938 mol_weight_g_mol=314.9
C 0.8188 0.2866 -0.4156 -2.63 -0.38 -1.72
Si 2.4355 -0.7025 -0.7683 -1.69 -1.68 0.75
S -0.1120 -0.2614 1.1000 0.99 -0.60 -1.91
Br 3.3967 -1.7317 0.9536 -0.20 0.85 -0.94
Br 1.3846 2.9163 2.3215 -0.11 -0.57 -0.49
Br 2.1866 -2.2427 -2.4092 0.39 1.16 0.78
H 0.9175 1.3365 -0.3251 1.12 1.22 0.79
H 0.0515 0.3898 -1.3073 1.83 -1.34 1.08
H 0.3335 0.8975 1.5371 0.30 1.34 1.67